<A>
A single C9H11NSi molecule. Source: OMol25; level of theory: the ωB97M-V functional and the def2-TZVPD basis.

```
! RIJCOSX wB97M-V def2-TZVPD def2/J DEFGRID3
* xyz 0 1
C -1.693 -1.037 3.278
C -0.803 -0.781 2.166
N -1.213 -0.230 1.070
C -0.337 -0.016 0.034
C -0.738 0.669 -1.120
C 0.153 0.878 -2.177
C -0.354 1.615 -3.404
C 1.508 0.521 -1.881
C 1.996 -0.160 -0.743
C 0.998 -0.435 0.149
Si 1.052 -1.119 2.308
H -2.796 -0.812 3.218
H -1.297 -0.471 4.206
H -1.578 -2.148 3.436
H -1.832 0.841 -1.190
H -0.275 0.999 -4.242
H -1.550 1.800 -3.261
H 0.163 2.555 -3.622
H 2.163 0.983 -2.599
H 3.042 -0.634 -0.661
H 1.235 -2.500 2.051
H 2.156 -0.519 2.986
*
```

Results
SMILES: CC1=Nc2cc(C)ccc2[SiH2]1
HOMO energy (eV): -8.190
Frontier orbital gap (Ha): 0.3115
LUMO (eV): 0.3

---

<B>
2 unconnected molecules or ions with the total composition C9H11NSi. Source: OMol25; level of theory: the ωB97M-V functional and the def2-TZVPD basis.

```
! RIJCOSX wB97M-V def2-TZVPD def2/J DEFGRID3
* xyz 0 1
C -1.342 -0.806 -2.728
C -0.078 -0.184 -2.616
C -1.839 -1.488 -1.584
C 0.659 -0.089 -1.465
C -1.444 -1.777 0.992
C -0.421 -1.280 1.735
C -1.176 -1.386 -0.377
C 0.079 -0.659 -0.340
C 0.735 1.538 2.271
N 0.526 -0.762 0.935
Si 2.019 2.346 1.284
H -1.880 -0.883 -3.641
H 0.145 0.412 -3.414
H -2.705 -2.085 -1.765
H 1.575 0.312 -1.359
H -2.245 -2.432 1.225
H -0.226 -1.373 2.720
H 0.780 0.765 2.970
H -0.308 1.824 2.125
H 3.212 1.436 1.159
H 2.397 3.531 1.845
H 1.537 3.039 0.029
*
```

Results
HOMO energy (spin up / spin down) (eV): -8.242 / -8.507
Frontier orbital gap (spin up / spin down) (Ha): 0.2281 / 0.3047
LUMO (spin up / spin down) (eV): -2.0 / -0.2

---

So which one wins? Going from most stable to least: <A>, <B>.

---

<A>
2 unconnected molecules or ions with the total composition C2H7N3O4S. Source: OMol25; level of theory: the ωB97M-V functional and the def2-TZVPD basis.

```
! RIJCOSX wB97M-V def2-TZVPD def2/J DEFGRID3
* xyz 0 1
C -0.945 -0.923 -0.059
C -1.150 0.559 0.199
N -2.063 -1.657 -0.080
N -2.175 0.754 0.932
N -0.264 1.298 -0.483
O 3.869 0.637 0.937
O 0.198 -1.418 -0.045
O 2.285 0.670 -1.017
O 3.199 -1.359 -0.005
S 2.439 0.059 0.298
H -2.829 -0.958 -0.291
H -2.152 -2.572 0.185
H -2.353 1.648 1.157
H 4.553 -0.151 0.883
H -0.172 2.246 -0.407
H 2.820 -1.808 -0.789
H 0.484 0.823 -1.036
*
```

Results
HOMO energy (eV): -9.619
Frontier orbital gap (Ha): 0.3811
LUMO (eV): 0.8

---

<B>
2 unconnected molecules or ions with the total composition C2H7N3O4S. Source: OMol25; level of theory: the ωB97M-V functional and the def2-TZVPD basis.

```
! RIJCOSX wB97M-V def2-TZVPD def2/J DEFGRID3
* xyz 0 1
C -0.695 0.668 0.498
C -0.631 1.883 -0.434
N -0.045 0.661 1.659
N -1.335 2.881 -0.133
N 0.069 1.581 -1.577
O 1.944 -3.577 0.168
O -1.509 -0.227 0.249
O 1.295 -1.339 -0.500
O -0.541 -2.724 0.302
S 1.010 -2.322 0.569
H 0.581 1.474 2.001
H -0.098 -0.104 2.289
H -1.515 3.697 -0.784
H 1.821 -3.811 -0.722
H 0.245 2.417 -2.187
H -1.001 -1.824 0.319
H 0.405 0.665 -1.717
*
```

Results
HOMO energy (eV): -9.661
Frontier orbital gap (Ha): 0.3796
LUMO (eV): 0.7

---

So which one wins? Going from most stable to least: <B>, <A>.

---

<A>
A single C23H26N4O5S molecule. Source: OMol25; level of theory: the ωB97M-V functional and the def2-TZVPD basis.

```
! RIJCOSX wB97M-V def2-TZVPD def2/J DEFGRID3
* xyz 0 1
C 4.348 0.374 -2.185
C 2.872 0.148 -2.084
C 1.976 1.173 -2.357
C 0.611 0.985 -2.268
C 0.110 -0.257 -1.892
N -1.284 -0.389 -1.774
C -1.973 -1.359 -1.135
O -1.502 -2.388 -0.689
C -3.454 -0.987 -0.938
C -4.305 -2.188 -0.518
C -4.259 -2.146 1.011
C -4.266 -0.649 1.313
N -3.524 -0.083 0.203
S -3.012 1.469 0.147
O -3.789 2.250 1.059
O -2.963 1.859 -1.241
C -1.299 1.429 0.685
C -0.539 2.563 0.467
C 0.826 2.512 0.664
C 1.449 1.320 1.037
C 0.661 0.180 1.297
C -0.722 0.264 1.135
N 1.262 -1.003 1.678
C 0.451 -2.172 1.965
C 2.622 -1.150 1.744
O 3.147 -2.189 2.081
C 3.468 0.044 1.372
O 4.676 -0.055 1.312
N 2.824 1.228 1.121
C 3.651 2.382 0.829
C 0.997 -1.296 -1.635
C 2.368 -1.107 -1.724
C 3.296 -2.249 -1.450
H 4.784 -0.291 -2.929
H 4.565 1.400 -2.473
H 4.838 0.164 -1.235
H 2.354 2.141 -2.657
H -0.072 1.794 -2.480
H -1.804 0.458 -1.994
H -3.834 -0.487 -1.835
H -3.890 -3.113 -0.912
H -5.326 -2.066 -0.875
H -5.098 -2.664 1.470
H -3.330 -2.597 1.357
H -3.784 -0.388 2.256
H -5.286 -0.247 1.327
H -1.024 3.462 0.125
H 1.411 3.397 0.487
H -1.344 -0.594 1.316
H -0.205 -1.979 2.814
H -0.136 -2.456 1.091
H 1.137 -2.979 2.218
H 4.688 2.072 0.949
H 3.433 3.191 1.525
H 3.492 2.715 -0.197
H 0.612 -2.267 -1.370
H 3.884 -2.481 -2.337
H 2.740 -3.136 -1.160
H 3.994 -2.003 -0.651
*
```

Results
SMILES: Cc1ccc(NC(=O)[C@H]2CCCN2S(=O)(=O)c2ccc3c(c2)n(C)c(=O)c(=O)n3C)cc1C
HOMO energy (eV): -8.299
Frontier orbital gap (Ha): 0.3118
LUMO (eV): 0.2

---

<B>
A single C23H26N4O5S molecule. Source: OMol25; level of theory: the ωB97M-V functional and the def2-TZVPD basis.

```
! RIJCOSX wB97M-V def2-TZVPD def2/J DEFGRID3
* xyz 0 1
C 4.454 0.828 -7.700
O 3.808 0.968 -6.446
C 2.744 0.169 -6.246
O 2.356 -0.620 -7.075
C 2.121 0.367 -4.922
C 2.601 1.302 -4.007
C 1.990 1.461 -2.780
C 0.885 0.679 -2.447
N 0.219 0.779 -1.230
C 0.465 1.609 -0.189
O 1.305 2.479 -0.140
C -0.477 1.321 0.995
N -0.427 -0.069 1.378
C 0.699 -0.604 2.030
C 1.271 -1.778 1.558
C 2.353 -2.334 2.216
C 2.902 -1.725 3.337
C 4.095 -2.316 4.024
C 2.334 -0.540 3.789
C 1.241 0.015 3.152
S -1.738 -0.998 0.951
O -1.524 -2.345 1.372
O -1.999 -0.763 -0.454
C -3.033 -0.277 1.892
C -3.145 -0.356 3.298
C -2.215 -1.043 4.226
N -4.226 0.287 3.691
N -4.810 0.775 2.592
C -6.029 1.522 2.693
C -4.129 0.461 1.471
C -4.563 0.873 0.116
C 0.403 -0.262 -3.362
C 1.015 -0.414 -4.585
H 3.759 1.047 -8.513
H 4.826 -0.192 -7.824
H 5.278 1.538 -7.699
H 3.456 1.906 -4.266
H 2.359 2.185 -2.073
H -0.565 0.133 -1.116
H -0.196 1.977 1.824
H -1.506 1.542 0.700
H 0.854 -2.257 0.687
H 2.784 -3.251 1.844
H 4.127 -2.021 5.070
H 5.011 -1.965 3.547
H 4.079 -3.401 3.962
H 2.747 -0.047 4.657
H 0.812 0.932 3.528
H -1.865 -1.967 3.770
H -2.721 -1.250 5.165
H -1.347 -0.416 4.427
H -5.901 2.526 2.283
H -6.835 1.020 2.156
H -6.283 1.589 3.748
H -4.552 1.959 0.019
H -3.892 0.438 -0.620
H -5.578 0.527 -0.080
H -0.452 -0.865 -3.094
H 0.655 -1.136 -5.302
*
```

Results
SMILES: COC(=O)c1ccc(NC(=O)CN(c2ccc(C)cc2)S(=O)(=O)c2c(C)nn(C)c2C)cc1
HOMO energy (eV): -8.466
Frontier orbital gap (Ha): 0.3287
LUMO (eV): 0.5

---

So which one wins? Going from most stable to least: <A>, <B>.

---

<A>
A single C8H18O2 molecule. Source: OMol25; level of theory: the ωB97M-V functional and the def2-TZVPD basis.

```
! RIJCOSX wB97M-V def2-TZVPD def2/J DEFGRID3
* xyz 0 1
C 1.622 1.501 0.048
C 1.138 0.213 0.713
C 0.372 0.551 1.988
C 2.353 -0.645 1.075
C 0.274 -0.648 -0.341
C -1.158 -0.213 -0.611
C -2.175 -0.859 0.327
O -1.279 1.197 -0.603
C -1.465 -0.684 -2.131
O -0.667 0.025 -3.037
H 2.200 1.277 -0.846
H 0.779 2.126 -0.231
H 2.259 2.064 0.730
H 0.012 -0.352 2.479
H -0.468 1.206 1.771
H 1.023 1.074 2.689
H 2.048 -1.553 1.595
H 2.905 -0.932 0.182
H 3.029 -0.095 1.730
H 0.838 -0.622 -1.274
H 0.245 -1.676 0.018
H -2.078 -1.941 0.303
H -2.036 -0.513 1.347
H -3.188 -0.601 0.017
H -2.215 1.423 -0.658
H -1.265 -1.748 -2.270
H -2.533 -0.499 -2.330
H -0.570 0.920 -2.679
*
```

Results
SMILES: CC(C)(C)C[C@@](C)(O)CO
HOMO energy (eV): -9.703
Frontier orbital gap (Ha): 0.3798
LUMO (eV): 0.6

---

<B>
2 unconnected molecules or ions with the total composition C8H18O2. Source: OMol25; level of theory: the ωB97M-V functional and the def2-TZVPD basis.

```
! RIJCOSX wB97M-V def2-TZVPD def2/J DEFGRID3
* xyz 0 1
C 0.863 1.691 1.163
C 0.399 1.513 -0.088
C 1.321 1.493 -1.267
C -1.069 1.374 -0.380
C -1.696 -0.045 -0.277
C -1.615 -0.580 1.148
C -1.046 -1.024 -1.253
O -3.088 0.078 -0.567
H 1.876 2.030 1.325
H 0.181 1.905 1.971
H 1.238 0.550 -1.802
H 2.352 1.620 -0.955
H 1.057 2.296 -1.962
H -1.633 2.009 0.307
H -1.258 1.734 -1.396
H -0.577 -0.712 1.433
H -2.106 0.110 1.831
H -2.128 -1.537 1.204
H -1.061 -0.632 -2.271
H -1.587 -1.969 -1.233
H -0.018 -1.214 -0.963
H -3.189 0.319 -1.495
C 2.224 -2.204 0.869
O 1.691 -0.932 0.625
H 2.124 -2.772 -0.060
H 1.669 -2.755 1.640
H 3.291 -2.171 1.117
H 1.785 -0.174 1.336
*
```

Results
SMILES: C=C(C)CC(C)(C)O.CO
HOMO energy (eV): -9.204
Frontier orbital gap (Ha): 0.3679
LUMO (eV): 0.8

---

So which one wins? Going from most stable to least: <A>, <B>.

---

<A>
A molecular structure, C40H40FN5O4ReS2SeSi. Source: OMol25; level of theory: the ωB97M-V functional and the def2-TZVPD basis.

```
! RIJCOSX wB97M-V def2-TZVPD def2/J DEFGRID3
* xyz -2 2
Re -1.996 0.525 0.258
C -2.799 2.749 4.972
Si -2.521 3.359 3.177
C -0.780 4.095 3.095
C -3.777 4.733 2.810
N -2.579 2.040 2.104
C -3.428 1.212 1.591
C -4.791 1.092 1.882
C -5.697 0.105 1.496
C -5.536 -1.068 0.795
C -4.403 -1.631 0.162
C -3.139 -1.153 -0.015
F -2.377 -2.080 -0.775
H -2.844 3.585 5.672
H -1.982 2.097 5.283
H -3.725 2.180 5.064
H -0.668 4.962 3.750
H -0.576 4.412 2.072
H -0.028 3.355 3.369
H -3.618 5.601 3.451
H -4.810 4.405 2.932
H -3.659 5.058 1.778
H -5.192 1.901 2.490
H -6.714 0.283 1.841
H -6.435 -1.669 0.693
H -4.586 -2.605 -0.289
O 0.253 0.870 -0.725
S 0.745 0.841 -2.130
C 2.455 1.657 -2.015
C 2.213 3.101 -1.765
C 2.410 3.651 -0.502
C 2.094 4.975 -0.250
C 1.566 5.771 -1.255
C 1.368 5.234 -2.517
C 1.686 3.912 -2.769
C 1.382 -0.899 -2.296
C 2.576 -1.158 -1.440
C 3.783 -1.567 -1.999
C 4.908 -1.751 -1.208
C 4.844 -1.527 0.158
C 3.647 -1.112 0.726
C 2.524 -0.930 -0.061
H 2.869 1.456 -3.004
H 3.048 1.188 -1.237
H 2.805 3.028 0.291
H 2.248 5.384 0.740
H 1.297 6.799 -1.051
H 0.945 5.844 -3.305
H 1.514 3.493 -3.753
H 1.584 -1.069 -3.353
H 0.516 -1.478 -1.974
H 3.844 -1.743 -3.067
H 5.838 -2.068 -1.664
H 5.723 -1.668 0.775
H 3.586 -0.915 1.789
H 1.608 -0.575 0.383
C 4.091 -5.300 -3.105
C 3.710 -6.746 -3.211
O 4.073 -7.494 -4.082
S 2.721 -7.419 -1.873
C 1.984 -6.013 -1.053
C 0.859 -5.406 -1.604
C 0.257 -4.345 -0.954
C 0.772 -3.870 0.261
C 1.904 -4.491 0.801
C 2.500 -5.558 0.155
C 0.161 -2.767 0.914
C -0.390 -1.790 1.368
H 4.292 -4.911 -4.102
H 5.006 -5.235 -2.514
H 3.332 -4.701 -2.612
H 0.468 -5.770 -2.546
H -0.615 -3.864 -1.376
H 2.313 -4.129 1.734
H 3.365 -6.047 0.583
Se -1.326 3.284 -0.728
C -2.403 4.695 -0.497
N -3.043 5.653 -0.348
O -2.399 0.639 -1.859
N -1.660 0.099 -2.719
C -2.095 0.014 -3.968
C -3.360 0.451 -4.435
N -4.377 0.787 -4.856
C -1.242 -0.522 -4.955
N -0.586 -0.934 -5.810
C 0.760 0.056 3.456
O 0.018 0.348 2.301
C -1.002 -0.596 1.925
C -1.894 -1.018 3.104
H 0.189 0.247 4.374
H 1.629 0.719 3.449
H 1.107 -0.987 3.463
H -1.317 -1.579 3.845
H -2.694 -1.651 2.723
H -2.331 -0.137 3.572
*
```

Results
<S²>: 1.102
HOMO energy (spin up / spin down) (eV): -1.019 / -1.340
Frontier orbital gap (spin up / spin down) (Ha): 0.1668 / 0.1787
LUMO (spin up / spin down) (eV): 3.5 / 3.5

---

<B>
A molecular structure, C40H40FN5O4ReS2SeSi. Source: OMol25; level of theory: the ωB97M-V functional and the def2-TZVPD basis.

```
! RIJCOSX wB97M-V def2-TZVPD def2/J DEFGRID3
* xyz -2 2
Re 0.508 -0.072 0.363
C 1.086 0.067 5.208
Si 1.293 -0.273 3.344
C 1.734 -2.109 3.315
C 2.716 0.863 2.908
N -0.090 -0.026 2.269
C -1.417 0.195 2.627
C -1.805 0.299 3.977
C -3.110 0.441 4.408
C -4.154 0.494 3.499
C -3.830 0.413 2.158
C -2.519 0.276 1.745
F -2.369 0.261 0.404
H 2.082 -0.095 5.627
H 0.403 -0.611 5.717
H 0.801 1.094 5.434
H 2.797 -2.266 3.501
H 1.490 -2.563 2.359
H 1.173 -2.632 4.093
H 3.591 0.565 3.491
H 2.457 1.892 3.167
H 2.990 0.875 1.858
H -1.037 0.268 4.723
H -3.302 0.513 5.472
H -5.182 0.601 3.818
H -4.583 0.459 1.381
O 0.311 -0.047 -1.890
S 0.386 -1.261 -2.784
C -0.821 -0.786 -4.063
C -2.159 -0.681 -3.389
C -2.603 0.547 -2.912
C -3.790 0.633 -2.205
C -4.537 -0.510 -1.961
C -4.092 -1.739 -2.421
C -2.908 -1.821 -3.132
C 1.931 -1.091 -3.736
C 2.211 0.282 -4.253
C 2.026 0.579 -5.601
C 2.267 1.856 -6.081
C 2.692 2.848 -5.210
C 2.875 2.558 -3.866
C 2.633 1.281 -3.382
H -0.809 -1.552 -4.841
H -0.497 0.170 -4.475
H -1.993 1.429 -3.061
H -4.111 1.589 -1.813
H -5.453 -0.446 -1.386
H -4.652 -2.640 -2.205
H -2.550 -2.786 -3.467
H 1.868 -1.833 -4.535
H 2.679 -1.406 -3.007
H 1.698 -0.202 -6.279
H 2.125 2.075 -7.132
H 2.878 3.849 -5.575
H 3.200 3.329 -3.182
H 2.765 1.070 -2.327
C -6.774 -4.910 -1.123
C -6.833 -6.386 -0.839
O -7.838 -7.049 -0.976
S -5.348 -7.205 -0.295
C -4.148 -5.909 -0.205
C -3.967 -5.180 0.973
C -3.057 -4.150 1.035
C -2.267 -3.805 -0.083
C -2.435 -4.576 -1.253
C -3.355 -5.600 -1.311
C -1.369 -2.734 -0.029
C -0.646 -1.746 0.104
H -7.776 -4.576 -1.382
H -6.084 -4.719 -1.947
H -6.391 -4.359 -0.266
H -4.567 -5.422 1.843
H -2.941 -3.573 1.943
H -1.817 -4.351 -2.111
H -3.473 -6.171 -2.224
Se 2.511 -1.506 -0.041
C 3.958 -0.349 -0.279
N 4.919 0.268 -0.455
O 1.531 1.539 -0.093
N 1.112 3.563 0.933
C 1.865 4.663 0.810
C 2.051 5.432 1.987
N 2.197 6.072 2.940
C 2.527 5.209 -0.314
N 3.069 5.694 -1.218
C -1.550 3.145 0.441
O -0.572 2.189 0.112
C 0.782 2.712 -0.143
C 0.787 3.241 -1.574
H -1.758 3.799 -0.418
H -1.223 3.755 1.287
H -2.461 2.605 0.699
H 0.201 4.158 -1.673
H 0.374 2.461 -2.212
H 1.800 3.457 -1.895
*
```

Results
<S²>: 1.025
HOMO energy (spin up / spin down) (eV): -0.907 / -1.724
Frontier orbital gap (spin up / spin down) (Ha): 0.1627 / 0.1927
LUMO (spin up / spin down) (eV): 3.5 / 3.5

---

So which one wins? Going from most stable to least: <B>, <A>.

---

<A>
A gas-phase ion, C4H8ClN2 (charge +1). Source: OMol25; level of theory: the ωB97M-V functional and the def2-TZVPD basis.

```
! RIJCOSX wB97M-V def2-TZVPD def2/J DEFGRID3
* xyz 1 1
C -1.719 1.150 -0.307
C 0.555 0.408 0.119
C 0.543 0.351 1.685
C -0.893 -0.858 -1.442
N -0.811 0.273 -0.523
N -0.313 1.257 2.233
Cl -3.288 1.567 -0.712
H 0.913 1.403 -0.255
H 1.240 -0.326 -0.203
H 0.086 -0.699 1.907
H 1.620 0.489 2.058
H -1.846 -0.953 -2.125
H 0.017 -1.009 -2.032
H -0.928 -1.685 -0.872
H -0.020 2.281 1.988
*
```

Results
HOMO energy (spin up / spin down) (eV): -14.276 / -14.152
Frontier orbital gap (spin up / spin down) (Ha): 0.2897 / 0.3300
LUMO (spin up / spin down) (eV): -6.4 / -5.2

---

<B>
A gas-phase ion, C4H8ClN2 (charge +1). Source: OMol25; level of theory: the ωB97M-V functional and the def2-TZVPD basis.

```
! RIJCOSX wB97M-V def2-TZVPD def2/J DEFGRID3
* xyz 1 1
Cl -2.804 0.240 0.004
C -1.597 -1.087 -0.259
C -0.049 -0.575 0.470
C 1.195 -0.913 -0.304
N 1.875 0.035 -0.706
C 1.251 1.248 -0.281
N -0.040 0.934 0.563
H -1.904 -2.035 0.087
H -1.551 -1.052 -1.359
H 0.093 -1.071 1.412
H 1.382 -2.018 -0.406
H 1.904 1.752 0.388
H 0.970 1.781 -1.151
H 0.179 1.330 1.437
H -0.903 1.432 0.104
*
```

Results
SMILES: ClC[C@H]1C=NC[NH2+]1
HOMO energy (eV): -15.258
Frontier orbital gap (Ha): 0.4339
LUMO (eV): -3.5

---

So which one wins? Going from most stable to least: <B>, <A>.